Record 1
A single C5H9N molecule. Source: the Open Molecules 2025 dataset; level of theory: ωB97M-V/def2-TZVPD.

The geometry in XYZ format:
```
15
Properties=species:S:1:pos:R:3
C -0.56 -0.18 -2.18
N -1.29 -0.59 0.70
C -0.01 -0.31 0.26
C 0.34 -0.11 -1.01
C 1.23 1.06 1.90
C 1.01 -0.11 1.34
H -0.18 0.39 -3.03
H -1.52 0.31 -1.97
H -0.84 -1.19 -2.51
H -2.18 -0.54 0.24
H -1.39 -0.98 1.63
H 1.36 0.11 -1.32
H 0.64 1.92 1.63
H 1.93 1.29 2.71
H 1.46 -1.06 1.62
```

HOMO level = -0.28516 Ha

Record 2
A single C5H9N molecule. Source: the Open Molecules 2025 dataset; level of theory: ωB97M-V/def2-TZVPD.

The geometry in XYZ format:
```
15
Properties=species:S:1:pos:R:3
C 1.11 2.29 0.11
C 0.07 1.41 0.00
N -0.32 0.67 -1.08
C -0.26 -0.80 -0.95
C -0.94 -2.08 1.30
C -0.13 -1.21 0.53
H 1.77 2.40 -0.78
H 1.02 3.02 0.95
H -0.67 1.53 0.74
H 0.18 1.09 -1.90
H 0.66 -1.16 -1.46
H -1.16 -1.15 -1.52
H -0.54 -2.15 2.31
H -1.74 -2.67 0.96
H 0.95 -1.19 0.78
```

HOMO level = -0.30908 Ha

Record 3
A single C5H9N molecule. Source: the Open Molecules 2025 dataset; level of theory: ωB97M-V/def2-TZVPD.

The geometry in XYZ format:
```
15
Properties=species:S:1:pos:R:3
C -0.21 1.37 -0.73
N -2.12 -0.65 0.81
C -0.72 -0.69 0.84
C 0.18 0.20 0.10
C 1.70 0.31 0.46
C 1.27 -0.73 -0.44
H 0.60 1.66 -1.42
H -0.32 2.26 -0.10
H -1.08 1.23 -1.39
H -0.13 -0.78 1.76
H -2.61 -0.58 -0.08
H -1.10 -1.66 0.38
H 1.73 0.50 1.52
H 1.46 -1.78 -0.20
H 1.35 -0.66 -1.53
```

HOMO level = -0.25179 Ha

Record 4
A single C5H9N molecule. Source: the Open Molecules 2025 dataset; level of theory: ωB97M-V/def2-TZVPD.

The geometry in XYZ format:
```
15
Properties=species:S:1:pos:R:3
C 1.79 -0.30 -1.26
C 0.64 -0.73 -0.35
C -0.36 0.39 -0.10
C -1.45 -0.01 0.92
C -1.87 1.12 1.74
N -2.15 2.04 2.40
H 2.31 0.57 -0.85
H 2.53 -1.10 -1.37
H 1.43 -0.04 -2.26
H 1.06 -1.05 0.62
H 0.14 -1.61 -0.76
H 0.17 1.27 0.27
H -0.84 0.69 -1.04
H -1.06 -0.78 1.60
H -2.33 -0.44 0.43
```

HOMO level = -0.42132 Ha

Record 5
A single C5H9N molecule. Source: the Open Molecules 2025 dataset; level of theory: ωB97M-V/def2-TZVPD.

The geometry in XYZ format:
```
15
Properties=species:S:1:pos:R:3
C -1.03 0.79 0.58
C -1.99 -0.41 -0.27
C -0.57 -0.52 0.09
N 0.67 -0.64 -0.75
C 1.86 -0.67 0.13
C 1.42 0.58 -0.52
H -1.12 1.65 -0.09
H -0.93 1.11 1.62
H -2.65 -1.27 -0.07
H -2.34 0.17 -1.12
H -0.51 -1.21 0.93
H 1.65 -0.73 1.20
H 2.72 -1.25 -0.18
H 1.89 1.12 -1.34
H 0.82 1.22 0.15
```

HOMO level = -0.33847 Ha

Record 6
A molecular structure, C5H9N. Source: the Open Molecules 2025 dataset; level of theory: ωB97M-V/def2-TZVPD.

The geometry in XYZ format:
```
15
Properties=species:S:1:pos:R:3
C -1.11 0.80 0.93
C -1.44 0.67 -0.50
C -0.39 -0.49 0.70
N 0.79 -0.45 -0.03
C 1.95 -0.84 0.50
C 0.59 0.02 -1.31
H -0.49 1.65 1.23
H -1.95 0.66 1.61
H -2.29 0.05 -0.73
H -1.26 1.47 -1.20
H -0.59 -1.37 1.31
H 2.10 -0.76 1.56
H 2.73 -1.19 -0.16
H 0.00 -0.64 -1.95
H 1.47 0.47 -1.79
```

HOMO level (spin up / spin down) = -0.24678 / -0.24680 Ha

Record 7
A molecular structure, C5H9N. Source: the Open Molecules 2025 dataset; level of theory: ωB97M-V/def2-TZVPD.

The geometry in XYZ format:
```
15
Properties=species:S:1:pos:R:3
C -1.13 -0.04 1.38
C -0.14 0.20 0.24
C 0.70 1.22 -0.65
N 1.06 -0.12 -1.26
C 1.14 -0.64 0.15
C -0.43 -0.39 -1.14
H -1.51 -1.06 1.19
H -2.01 0.62 1.40
H -0.70 -0.08 2.39
H 0.21 1.83 -1.42
H 1.53 1.77 -0.21
H 2.04 -0.33 0.69
H 0.99 -1.73 0.23
H -0.76 -1.43 -1.11
H -1.00 0.19 -1.88
```

HOMO level = -0.33210 Ha

Record 8
A single C5H9N molecule. Source: the Open Molecules 2025 dataset; level of theory: ωB97M-V/def2-TZVPD.

The geometry in XYZ format:
```
15
Properties=species:S:1:pos:R:3
C 1.52 0.20 0.07
C 1.07 -0.07 -1.30
C 0.06 -0.12 -0.13
C -0.44 -1.42 0.42
C -0.74 1.47 0.14
N 2.68 0.21 0.58
H 0.85 0.67 -2.04
H 1.29 -1.15 -1.61
H 0.27 -2.24 0.41
H -1.23 -1.74 -0.23
H -0.67 -1.46 1.51
H -1.87 1.25 0.37
H -0.65 1.94 -0.84
H -0.37 1.79 1.06
H 2.61 0.08 1.58
```

HOMO level = -0.32730 Ha

Record 9
A single C5H9N molecule. Source: the Open Molecules 2025 dataset; level of theory: ωB97M-V/def2-TZVPD.

The geometry in XYZ format:
```
15
Properties=species:S:1:pos:R:3
C -0.28 -0.33 2.24
N 0.60 -0.57 1.00
C 0.44 0.06 -0.24
C 1.45 0.72 -0.95
C -1.31 -0.08 -1.91
C -0.94 0.11 -0.64
H -1.33 -0.30 2.02
H -0.19 -1.20 2.86
H 0.06 0.50 2.87
H 1.60 -0.49 1.35
H 2.45 0.76 -0.42
H 1.52 1.31 -1.91
H -2.31 0.07 -2.30
H -0.43 0.06 -2.58
H -1.69 0.43 0.07
```

HOMO level = -0.29040 Ha

Record 10
A single C5H9N molecule. Source: the Open Molecules 2025 dataset; level of theory: ωB97M-V/def2-TZVPD.

The geometry in XYZ format:
```
15
Properties=species:S:1:pos:R:3
C -1.33 0.90 0.38
C -1.98 -0.33 -0.19
C -0.53 -0.37 0.18
N 0.58 -0.48 -0.73
C 1.82 -0.85 -0.03
C 1.56 0.56 -0.42
H -1.18 1.66 -0.39
H -1.35 1.32 1.38
H -2.62 -1.03 0.34
H -2.22 -0.20 -1.24
H -0.35 -0.86 1.14
H 1.73 -1.08 1.03
H 2.53 -1.48 -0.57
H 2.07 1.02 -1.26
H 1.27 1.25 0.37
```

HOMO level = -0.32900 Ha

Record 11
A single C5H9N molecule. Source: the Open Molecules 2025 dataset; level of theory: ωB97M-V/def2-TZVPD.

The geometry in XYZ format:
```
15
Properties=species:S:1:pos:R:3
C -2.12 -0.30 0.42
C -0.86 0.52 0.15
C 0.27 -0.34 -0.42
C 1.62 0.42 -0.50
C 2.67 -0.27 0.25
N 3.45 -0.86 0.87
H -1.90 -1.11 1.12
H -2.91 0.32 0.86
H -2.51 -0.75 -0.50
H -0.51 0.97 1.09
H -1.08 1.35 -0.53
H 0.40 -1.22 0.22
H 0.00 -0.71 -1.41
H 1.52 1.43 -0.09
H 1.96 0.54 -1.54
```

HOMO level = -0.42012 Ha

Record 12
A single C5H9N molecule. Source: the Open Molecules 2025 dataset; level of theory: ωB97M-V/def2-TZVPD.

The geometry in XYZ format:
```
15
Properties=species:S:1:pos:R:3
C -2.08 -0.31 0.12
C -0.75 0.36 -0.20
C 0.39 -0.16 0.67
C 1.78 0.29 0.19
C 2.03 -0.08 -1.21
N 2.18 -0.38 -2.31
H -2.38 -0.14 1.16
H -2.88 0.06 -0.53
H -2.01 -1.40 -0.03
H -0.84 1.44 -0.08
H -0.51 0.18 -1.26
H 0.26 0.17 1.70
H 0.37 -1.26 0.69
H 2.57 -0.16 0.82
H 1.89 1.38 0.28
```

HOMO level = -0.42142 Ha

Which F_max belongs to each record? In order, 1.5 5.6 3.4 1.2 2.4 0.4 0.6 6.0 3.3 0.9 1.0 1.2 eV/A.
Which ΔE to the lowest compared entry with this formula, charge and spin belongs to each record? In order, 1.436 2.975 8.711 0.157 3.901 5.722 3.173 3.326 2.543 2.531 0.211 0.082 eV.